1.
Density functional theory data (wB97M-V/def2-TZVPD) for a 12-piece molecular cluster, C56H144N8O24 overall.

Output
**ΔE to the lowest compared entry with this formula, charge and spin**: 0.000 eV
**Orbital gap**: 8.856 eV
**SMILES**: COCCNCCOC.COCCNCCOC.COCCNCCOC.COCCNCCOC.COCCNCCOC.COCCNCCOC.COCCNCCOC.COCCNCCOC.OCCO.OCCO.OCCO.OCCO

Last column: Mulliken charge in e.
Atoms and positions in Å:
O -29.275 6.581 24.641  -0.29
O -25.304 10.616 19.406  -0.60
O -19.425 10.158 18.914  -0.54
O -24.409 4.874 14.068  -0.38
O -22.109 2.545 25.094  -0.42
O -21.321 -2.871 24.245  -0.35
O -19.821 3.567 26.374  -0.58
O -27.231 6.927 16.125  -0.52
O -11.089 5.816 22.074  -0.51
O -15.854 -4.604 16.271  -0.36
O -21.541 8.218 13.690  -0.39
O -21.708 2.938 16.688  0.36
O -17.036 4.133 15.094  -0.51
O -13.257 3.490 14.610  -0.27
O -25.521 5.392 21.403  -0.32
O -24.159 -0.472 21.451  -0.36
O -19.423 13.487 22.371  -0.29
O -23.180 11.703 17.602  -0.49
O -26.655 9.968 16.850  -0.58
O -18.256 4.054 19.815  0.41
O -13.593 4.393 21.687  -0.49
O -16.769 0.379 22.564  -0.44
O -22.096 7.199 17.725  1.17
O -15.082 0.552 18.980  -0.31
N -23.111 1.432 19.712  -0.16
N -20.973 5.715 19.712  0.42
N -15.539 2.025 13.820  -0.45
N -24.329 7.574 13.270  0.00
N -28.388 4.982 22.113  -0.27
N -14.095 -2.406 17.028  -0.29
N -19.029 0.007 24.244  -0.34
N -19.923 10.922 21.713  -0.09
C -23.330 11.951 19.028  -0.53
C -19.234 4.321 20.814  -0.59
C -21.099 2.395 15.515  -1.15
C -18.985 14.763 22.760  -0.78
C -16.315 1.150 19.290  -0.09
C -17.217 2.803 15.536  0.77
C -26.582 6.275 21.059  -0.01
C -20.549 5.586 18.304  -0.74
C -16.993 4.630 20.105  -0.80
C -27.690 6.228 22.113  -0.85
C -20.064 10.022 17.698  -0.41
C -19.896 5.645 20.662  -0.38
C -29.431 5.216 24.380  -0.62
C -27.662 9.056 17.299  -0.90
C -29.170 6.870 26.041  -0.74
C -17.787 1.353 22.635  0.12
C -24.683 5.037 20.347  0.25
C -22.457 2.430 18.880  1.23
C -12.024 4.162 14.435  -0.82
C -19.518 12.637 23.454  -0.56
C -24.937 6.518 12.445  -0.79
C -14.280 -3.611 17.819  -0.33
C -19.348 11.174 23.006  -0.75
C -15.497 0.969 22.720  -0.68
C -23.319 7.539 17.182  0.22
C -20.204 -0.794 24.555  -0.51
C -21.744 5.904 17.448  -1.35
C -14.482 1.490 14.691  0.14
C -20.525 8.696 14.533  -0.33
C -20.071 9.367 19.844  1.99
C -16.945 -4.947 17.041  -0.66
C -11.800 5.724 20.840  -0.49
C -23.966 10.784 19.735  0.12
C -13.149 2.108 14.363  -0.98
C -27.195 7.616 17.358  0.76
C -29.641 5.023 22.888  -0.80
C -15.201 -0.434 18.008  0.32
C -23.765 0.762 21.972  -0.62
C -22.525 9.178 13.436  -0.34
C -17.208 5.071 16.111  -0.20
C -22.423 1.990 17.443  -0.91
C -23.552 8.555 12.507  -0.81
C -14.627 -4.786 16.924  -0.73
C -19.098 0.685 22.945  -0.32
C -20.417 4.153 25.232  -0.34
C -24.706 4.480 15.364  0.62
C -16.885 1.857 14.437  -1.01
C -22.766 1.471 21.097  0.28
C -21.484 -4.049 23.475  -0.74
C -13.272 5.639 21.060  -0.16
C -13.887 -1.191 17.799  -0.92
C -21.890 3.917 25.210  -0.20
C -20.292 -2.087 23.767  -0.33
C -24.653 -1.330 22.412  -0.67
C -19.524 9.609 21.206  -1.29
C -25.489 5.467 13.381  -0.21
H -21.628 5.723 16.374  0.38
H -23.867 11.012 20.791  0.53
H -12.879 1.981 13.307  0.39
H -13.173 -0.526 17.299  0.26
H -17.849 1.881 21.669  -0.36
H -19.578 10.702 16.990  0.45
H -24.091 1.337 19.514  0.34
H -14.819 -2.352 16.323  0.29
H -23.025 9.515 14.354  0.08
H -28.682 4.799 21.152  0.23
H -28.323 7.121 21.965  0.39
H -25.211 4.705 19.437  0.31
H -23.390 7.316 16.106  -0.40
H -18.069 14.652 23.341  0.33
H -13.468 -1.423 18.781  0.43
H -12.105 5.199 14.770  0.23
H -18.417 9.566 21.162  0.51
H -20.903 9.073 15.505  -0.17
H -21.118 10.300 17.769  0.25
H -25.115 5.283 15.995  -0.16
H -25.760 6.959 11.876  0.44
H -27.930 7.156 18.031  0.10
H -15.430 0.072 17.061  -0.28
H -13.803 5.638 20.098  0.15
H -20.328 -1.907 22.674  0.34
H -17.613 1.856 13.618  0.36
H -23.841 12.891 19.235  0.41
H -18.196 -0.579 24.197  0.33
H -21.090 -0.167 24.492  0.00
H -23.451 1.884 17.045  0.32
H -24.191 9.345 12.104  0.43
H -22.000 0.978 17.358  0.22
H -18.743 4.262 21.795  0.44
H -30.055 6.473 26.564  0.29
H -26.202 5.919 14.083  -0.05
H -25.656 -0.989 22.714  0.30
H -15.097 -3.577 18.569  0.19
H -29.165 7.946 26.141  0.24
H -23.332 0.662 22.983  0.32
H -17.031 -4.336 17.944  0.25
H -26.203 7.308 21.000  0.25
H -19.998 2.616 26.305  0.37
H -19.336 -2.643 23.865  0.30
H -20.050 8.283 19.610  -0.81
H -16.999 6.057 15.705  0.39
H -20.527 -4.597 23.431  0.33
H -24.752 -2.346 22.050  0.27
H -21.163 9.533 19.800  -0.68
H -16.505 2.686 16.374  -0.05
H -30.330 4.877 24.915  0.52
H -21.430 2.646 19.171  -0.71
H -20.477 3.192 15.127  0.29
H -22.735 12.494 17.280  0.25
H -22.357 4.315 26.111  0.28
H -21.513 6.570 19.786  0.08
H -20.246 4.551 18.141  0.61
H -28.555 4.635 24.696  0.34
H -17.103 5.683 20.374  0.22
H -30.284 5.850 22.532  0.38
H -14.669 -5.644 17.630  0.39
H -23.655 7.116 13.884  -0.17
H -19.858 1.476 22.947  -0.01
H -13.383 -3.847 18.401  0.37
H -21.758 1.086 21.292  -0.01
H -19.884 3.454 20.700  -0.56
H -15.265 1.745 21.979  0.10
H -15.968 -1.181 18.251  0.34
H -19.682 6.221 18.046  0.30
H -19.942 3.755 24.327  0.03
H -25.510 3.721 15.409  0.46
H -19.951 9.039 17.228  -0.01
H -13.715 3.699 21.037  0.25
H -20.420 12.770 24.077  0.31
H -20.541 1.518 15.861  0.42
H -16.873 -6.002 17.371  0.29
H -14.366 0.401 14.562  0.35
H -16.623 4.843 17.009  0.06
H -11.719 4.204 13.376  0.30
H -15.441 1.354 23.745  0.39
H -13.875 -5.104 16.205  0.37
H -23.418 9.879 19.463  -0.33
H -18.855 15.447 21.928  0.24
H -22.548 5.219 17.745  -0.42
H -18.238 2.701 15.924  -0.03
H -13.649 6.470 21.649  0.31
H -22.248 -4.627 23.970  0.25
H -23.007 3.383 18.984  -0.44
H -22.744 2.530 21.431  -0.06
H -23.051 2.410 24.953  0.24
H -24.002 -1.313 23.291  0.23
H -27.224 6.423 23.082  0.25
H -14.658 1.592 15.775  -0.08
H -18.717 12.839 24.191  0.37
H -24.686 1.363 22.100  0.35
H -17.556 2.110 23.401  0.70
H -24.237 6.043 11.739  0.39
H -19.113 6.416 20.511  0.13
H -27.027 7.535 15.404  0.29
H -24.036 5.878 20.051  0.14
H -19.948 9.535 14.117  0.45
H -27.108 5.971 20.129  0.03
H -28.540 9.152 16.657  0.41
H -25.375 10.336 18.480  0.27
H -20.214 5.219 25.292  0.43
H -22.282 4.453 24.333  0.22
H -27.885 9.353 18.322  0.48
H -30.239 4.122 22.739  0.45
H -22.097 10.065 12.941  0.54
H -21.881 2.082 14.814  0.23
H -24.095 6.932 17.673  -0.29
H -11.223 3.705 15.037  0.32
H -17.887 -4.942 16.494  0.28
H -16.881 0.566 20.033  0.30
H -23.803 4.048 15.788  -0.66
H -14.721 0.215 22.584  0.32
H -19.758 10.503 23.772  0.33
H -11.600 6.632 20.267  0.34
H -24.078 4.190 20.667  -0.46
H -16.987 1.226 18.422  0.45
H -16.961 0.837 14.847  0.35
H -11.417 4.851 20.298  0.28
H -11.213 4.975 22.534  0.31
H -23.519 8.600 17.315  0.19
H -16.169 2.136 19.720  -0.60
H -18.273 5.111 16.416  -0.07
H -19.835 8.804 21.876  0.46
H -26.527 9.912 15.898  0.29
H -28.277 6.365 26.427  0.31
H -18.264 10.934 23.094  0.35
H -16.337 4.508 19.245  0.12
H -21.689 -3.772 22.432  0.30
H -15.353 3.036 13.950  0.34
H -22.299 11.935 19.436  0.32
H -19.886 7.847 14.777  0.21
H -19.317 -0.036 22.139  0.29
H -26.210 7.517 17.823  -0.33
H -23.008 8.089 11.673  0.33
H -16.564 4.051 20.938  0.29
H -19.776 15.218 23.378  0.30
H -26.038 4.669 12.852  0.45
H -20.317 5.925 21.640  0.64
H -19.632 11.698 21.131  0.28
H -20.048 -1.135 25.585  0.35
H -12.369 1.645 14.982  0.43

Atoms 1-2, force components in eV/Å:
0.20 0.85 0.63
-1.10 -0.26 -0.03


2.
Density functional theory data (wB97M-V/def2-TZVPD) for C56H37ClN8O2SeZr as an isolated structure.

Output
**ΔE to the lowest compared entry with this formula, charge and spin**: 8.643 eV
**Orbital gap (alpha / beta)**: 3.432 / 3.501 eV

Last column: Mulliken charge in e.
Atoms and positions in Å:
Zr 0.951 -0.781 -0.574  -0.90
Se 1.902 -3.892 3.944  0.27
Cl 1.293 -6.228 -5.735  -0.21
O 3.295 -0.764 -0.911  -0.33
O 2.102 -0.822 -2.644  -0.37
N -2.693 -0.060 0.784  0.73
N 2.738 -4.941 2.762  -0.84
N 1.042 -2.978 2.384  -0.43
N 3.209 -0.434 -2.165  0.11
N 1.388 1.327 -0.156  1.16
N 0.375 -1.665 2.427  1.68
N 1.394 -3.030 -0.041  0.45
N -0.676 1.329 -1.453  -0.11
C -1.996 1.378 -1.930  -0.26
C 1.324 2.492 -2.326  0.26
C 2.878 -4.822 -0.827  -0.67
C 2.047 3.332 -3.389  0.33
C -2.544 -1.283 0.234  -0.70
C -1.844 -0.866 2.986  0.79
C 3.666 4.654 -5.227  -0.26
C 3.441 5.234 -3.994  -1.09
C 2.373 2.752 -4.633  -0.05
C 2.784 3.168 -0.196  -1.27
C -2.541 0.079 2.230  0.86
C 1.860 2.380 -1.004  0.13
C -0.615 1.741 -3.709  -0.94
C 2.781 -0.199 4.144  -0.16
C -1.236 -1.137 7.007  -0.76
C -6.780 2.211 -1.572  -0.80
C -0.468 -1.955 -2.121  -1.59
C -2.088 -1.026 4.414  0.46
C -1.220 -2.262 6.176  -0.58
C 2.634 -4.493 1.526  0.59
C -3.130 1.163 0.273  -0.76
C -5.573 1.775 -1.024  -0.36
C 1.583 -4.090 -1.039  0.04
C -1.596 -2.109 0.873  -1.15
C -1.914 1.418 -3.373  -1.69
C 3.088 -0.067 5.485  -0.79
C -1.001 -1.685 2.116  0.13
C 1.860 2.038 5.566  -0.78
C 1.659 -3.452 1.243  0.54
C -1.669 -2.253 4.899  -0.57
C -2.910 1.359 2.560  -1.24
C 2.673 1.085 6.164  -0.43
C -1.824 0.021 6.516  -0.62
C 0.128 1.788 -2.472  0.65
C 0.394 -2.673 -3.027  1.19
C 1.332 -4.893 -3.353  -0.98
C 3.327 -5.091 0.422  -0.96
C 3.135 3.382 -5.588  -1.12
C -3.234 2.014 1.364  -1.45
C 2.593 4.549 -3.038  -0.18
C 1.006 -4.898 -4.677  -0.04
C 1.001 -0.676 1.596  -0.56
C -4.364 2.153 -1.623  0.78
C -2.265 0.071 5.228  -0.51
C 2.613 2.791 1.135  -1.26
C -5.521 3.699 -3.043  -0.86
C -4.331 3.062 -2.698  -0.41
C 1.600 1.937 4.192  -0.43
C -3.151 1.538 -1.107  0.92
C 1.565 0.553 2.085  0.60
C 2.010 0.780 3.481  -0.09
C 0.200 -2.558 -4.431  -1.37
C -6.754 3.261 -2.515  -0.51
C 0.443 -3.664 -5.254  -0.79
C 1.451 -3.603 -2.548  1.58
C 1.822 1.563 1.082  0.31
H 2.932 3.333 2.013  0.58
H 3.001 1.101 7.235  0.29
H 3.457 2.937 -6.520  0.40
H 1.612 -5.877 -2.897  0.39
H -0.857 -1.177 8.056  0.36
H -1.071 -2.619 -1.439  0.73
H -1.163 -3.007 0.350  1.16
H 1.363 2.789 6.146  0.45
H -1.681 -3.147 4.236  0.42
H 2.529 4.938 -2.031  0.64
H 2.399 -3.236 -2.945  0.21
H -7.725 1.818 -1.199  0.39
H -2.811 1.615 -3.945  1.04
H -1.163 -1.359 -2.736  0.35
H -3.145 -1.602 -0.610  0.40
H -3.362 3.165 -3.185  0.64
H 4.011 6.104 -3.720  0.40
H -1.932 0.965 7.065  0.40
H 0.965 2.698 3.749  0.45
H 3.618 -0.905 5.985  0.36
H 3.044 -1.077 3.609  0.70
H -5.451 4.569 -3.722  0.33
H -5.456 1.113 -0.187  0.51
H -0.275 -1.725 -4.941  0.45
H -3.476 3.049 1.311  0.66
H 3.471 -5.079 -1.705  0.50
H 4.221 5.271 -5.948  0.31
H 4.178 -5.785 0.698  0.36
H -2.944 0.879 4.963  0.47
H 0.741 -4.826 -0.872  0.43
H -7.657 3.851 -2.588  0.36
H -0.818 -3.165 6.624  0.46
H 1.985 1.729 -4.731  0.31
H 0.257 -3.672 -6.318  0.47
H 3.501 3.989 -0.542  0.40
H -3.068 1.761 3.561  0.22
H -0.251 1.853 -4.702  0.68

Atoms 1-2, force components in eV/Å:
-0.53 1.40 -0.05
-1.07 0.79 -1.66


3.
Density functional theory data (wB97M-V/def2-TZVPD) for C56H39N4O11PS2Sr as an isolated structure.

Output
**ΔE to the lowest compared entry with this formula, charge and spin**: 0.536 eV
**Net charge**: -2
**Orbital gap**: 5.113 eV

Last column: Mulliken charge in e.
Atoms and positions in Å:
Sr 2.207 1.603 0.092  1.10
S 5.351 1.868 0.556  1.43
S 2.893 3.432 2.633  1.33
P -0.890 1.849 -2.599  1.21
O -0.163 1.213 0.845  0.90
O 2.612 2.005 2.746  -0.56
O 2.519 3.950 1.321  -0.54
O 4.564 0.717 0.997  -0.65
O -3.095 2.866 6.116  -0.54
O 6.675 1.514 0.081  -0.83
O 4.601 2.720 -0.365  -0.64
O -1.211 3.815 5.175  -0.50
O 2.373 4.213 3.736  -0.82
O -4.104 -10.826 0.340  -0.47
O -1.667 -0.449 0.911  -0.82
N 1.644 -1.010 1.236  0.12
N -0.815 -5.463 -0.931  -0.81
N -0.895 -5.233 1.277  -0.09
N 1.678 -1.247 -1.472  0.24
C -0.048 4.179 -1.230  -0.55
C 3.605 2.655 -5.114  -1.02
C 4.190 1.946 -4.108  -1.37
C -4.234 0.752 -4.673  -0.54
C -1.678 1.158 2.656  0.06
C 5.112 4.400 3.824  -0.67
C 0.483 -3.407 -2.787  -0.67
C 0.890 -1.722 3.398  -1.44
C 0.478 -3.333 -1.391  0.66
C -3.480 3.005 -3.249  -0.05
C 0.063 2.677 -3.947  0.52
C 6.457 4.572 4.110  -0.57
C -5.103 1.830 -4.583  -0.45
C 1.486 2.482 -3.918  -0.97
C 2.094 1.824 -2.792  0.17
C 0.227 3.837 -6.069  -0.99
C -3.435 -9.632 0.390  1.00
C -1.247 -5.985 0.188  0.26
C -1.053 2.260 3.251  -0.53
C -2.787 -9.250 -0.784  -0.51
C -2.809 0.591 3.230  -0.75
C -3.373 1.091 4.404  -1.10
C -0.153 -4.313 -0.559  0.70
C 1.071 -2.093 0.694  -0.10
C -0.103 5.095 -0.184  -0.40
C 1.574 3.623 -6.101  -0.78
C 1.091 -2.228 -0.770  -0.21
C -2.749 2.179 4.966  0.94
C 0.404 -3.050 1.485  0.82
C -0.186 -4.154 0.799  0.06
C -2.592 1.934 -3.335  -0.35
C 1.547 -0.832 2.540  -0.57
C 1.081 -2.396 -3.491  -1.20
C -2.153 3.931 6.219  -0.28
C -2.665 -7.621 1.445  -0.89
C -1.144 5.050 0.728  -0.67
C 7.003 3.083 2.318  -0.64
C 5.657 2.906 2.012  -0.41
C -2.007 -7.234 0.286  0.09
C -1.621 2.743 4.404  0.96
C 2.221 2.928 -5.050  0.91
C 7.405 3.905 3.360  -0.52
C -2.126 4.073 0.602  -0.42
C 3.441 1.539 -2.977  0.82
C -3.376 -8.815 1.509  -0.47
C -0.535 3.337 -4.992  -0.53
C -2.054 3.145 -0.420  -0.49
C -2.998 0.805 -4.045  -0.48
C -4.723 2.956 -3.865  -0.65
C -1.022 3.194 -1.359  0.35
C 4.693 3.573 2.787  -0.11
C 0.319 -2.846 2.864  -0.63
C 1.661 -1.333 -2.789  -0.26
C -2.083 -8.068 -0.834  -0.55
C -1.128 0.579 1.350  -0.17
C -4.792 -11.226 1.504  -0.84
H 4.175 3.003 -5.970  0.28
H -2.683 4.887 6.130  0.25
H -4.257 0.657 4.852  0.41
H 8.461 4.024 3.576  0.36
H -3.879 -9.081 2.427  0.37
H -1.171 5.746 1.558  0.31
H -4.526 -0.136 -5.221  0.38
H -1.608 3.471 -5.016  0.35
H 6.756 5.224 4.922  0.36
H 0.005 -4.250 -3.270  0.52
H 1.104 -2.396 -4.573  0.45
H 5.249 1.709 -4.155  0.39
H -3.192 3.891 -2.696  0.37
H 3.995 0.996 -2.212  0.58
H -2.656 -6.986 2.322  0.26
H -5.261 -12.178 1.266  0.24
H 0.690 5.821 -0.065  0.30
H -2.852 -9.902 -1.645  0.41
H -2.791 2.351 -0.474  0.49
H 0.829 -1.501 4.455  0.46
H -1.578 -7.759 -1.738  0.47
H -2.924 4.008 1.332  0.36
H -1.091 -5.445 2.237  0.20
H -4.107 -11.361 2.347  0.33
H -1.639 3.861 7.183  0.22
H -2.328 -0.046 -4.094  0.41
H -5.563 -10.501 1.781  0.34
H 1.999 0.069 2.933  0.86
H 2.117 -0.509 -3.320  0.49
H -0.210 -3.555 3.492  0.30
H 2.169 3.973 -6.940  0.32
H 0.770 4.220 -1.940  0.33
H -5.397 3.801 -3.786  0.38
H -0.168 2.701 2.813  0.57
H 4.348 4.896 4.404  0.56
H -3.242 -0.260 2.720  0.47
H -6.074 1.791 -5.063  0.35
H 7.724 2.563 1.704  0.57
H -0.267 4.367 -6.876  0.38

Atoms 1-2, force components in eV/Å:
-0.64 -0.55 -0.44
0.64 0.05 -0.20